w.
A single C3H3N3O molecule. Source: the Open Molecules 2025 dataset; level of theory: ωB97M-V with the def2-TZVPD basis set.

Bonds (Å) are listed after each position.
Geometry (Å):
1 O -0.116 2.570 1.663  C2 1.204
2 C 0.334 1.461 1.534  O1 1.204, N3 1.418, H8 1.109
3 N -0.025 0.612 0.457  C2 1.418, N7 1.277
4 C -0.650 -0.229 -2.130  N5 1.179, H9 1.075
5 N -0.328 -1.099 -1.402  C4 1.179, C6 1.333
6 C 0.214 -1.501 -0.252  N5 1.333, N7 1.343, H10 1.077
7 N 0.412 -0.565 0.691  N3 1.277, C6 1.343
8 H 1.068 1.017 2.237  C2 1.109
9 H -1.434 0.257 -2.682  C4 1.075
10 H 0.526 -2.523 -0.117  C6 1.077

Output
Kohn-Sham gap (alpha / beta) ... 8.02 / 8.02 eV

Atomic partial charges in e from the natural (NBO) method, atoms 1 to 4: -0.5279 0.5079 -0.3807 0.2474

***

x.
2 unconnected molecules or ions with the total composition C3H3N3O. Source: the Open Molecules 2025 dataset; level of theory: ωB97M-V with the def2-TZVPD basis set.

Bonds (Å) are listed after each position.
Geometry (Å):
1 C -2.153 1.300 1.692  N4 1.152, H10 1.126
2 C -0.589 -0.747 -1.312  N5 1.159, N6 1.259
3 C 2.064 -0.307 -0.429  O7 1.245, H8 1.089, H9 1.115
4 N -2.070 0.973 2.793  C1 1.152
5 N -1.305 -1.027 -2.180  C2 1.159
6 N -0.202 -0.851 -0.119  C2 1.259, O7 1.361
7 O 1.110 -0.761 0.230  C3 1.245, N6 1.361
8 H 1.969 0.266 -1.350  C3 1.089
9 H 3.061 -0.281 0.069  C3 1.115
10 H -1.885 1.436 0.606  C1 1.126

Output
Kohn-Sham gap (alpha / beta) ... 7.64 / 7.64 eV

Atomic partial charges in e from the natural (NBO) method, atoms 1 to 4: 0.0615 0.2615 0.1364 -0.3120

***

Which structure is most stable? w, by 57.7 kcal/mol over the runner-up.

***

w.
A single C3H3N3O molecule. Source: the Open Molecules 2025 dataset; level of theory: ωB97M-V with the def2-TZVPD basis set.

Bonds (Å) are listed after each position.
Geometry (Å):
1 N 1.550 0.411 0.196  C2 1.302, N3 1.483, H8 1.015
2 C 0.941 -0.735 0.302  N1 1.302, C7 1.506
3 N 0.922 1.402 -0.711  N1 1.483, N4 1.225
4 N -0.095 0.879 -1.149  N3 1.225, C7 1.470
5 O -1.612 0.659 1.148  C6 1.199
6 C -1.381 -0.354 0.550  O5 1.199, C7 1.551, H9 1.108
7 C -0.277 -0.444 -0.534  C2 1.506, N4 1.470, C6 1.551, H10 1.092
8 H 2.392 0.692 0.688  N1 1.015
9 H -1.893 -1.309 0.780  C6 1.108
10 H -0.547 -1.202 -1.272  C7 1.092

Output
Kohn-Sham gap ... 9.76 eV

Atomic partial charges in e from the natural (NBO) method, atoms 1 to 4: -0.4734 0.1082 0.0292 -0.0989

***

x.
A single C3H3N3O molecule. Source: the Open Molecules 2025 dataset; level of theory: ωB97M-V with the def2-TZVPD basis set.

Bonds (Å) are listed after each position.
Geometry (Å):
1 O 1.990 -0.347 -0.134  C2 1.325, H8 0.972
2 C 0.728 -0.063 0.151  O1 1.325, C3 1.408, N7 1.312
3 C 0.259 1.262 0.053  C2 1.408, N4 1.314, H9 1.086
4 N -1.037 1.478 0.065  C3 1.314, N5 1.345
5 N -1.827 0.415 -0.171  N4 1.345, C6 1.330
6 C -1.299 -0.797 -0.018  N5 1.330, N7 1.337, H10 1.091
7 N -0.065 -1.073 0.416  C2 1.312, C6 1.337
8 H 2.086 -1.283 0.109  O1 0.972
9 H 0.972 2.075 -0.036  C3 1.086
10 H -1.807 -1.668 -0.435  C6 1.091

Output
Kohn-Sham gap ... 9.63 eV
SMILES ... Oc1cnncn1

Atomic partial charges in e from the natural (NBO) method, atoms 1 to 4: -0.6288 0.5137 -0.1073 -0.1423

***

Which structure is most stable? x, by 48.2 kcal/mol over the runner-up.

***

w.
A single C3H3N3O molecule. Source: the Open Molecules 2025 dataset; level of theory: ωB97M-V with the def2-TZVPD basis set.

Bonds (Å) are listed after each position.
Geometry (Å):
1 C 2.287 -0.012 -0.176  N4 1.126, N6 1.703
2 C -0.940 -0.967 0.099  C3 1.593, N5 1.271, H8 1.061
3 C -1.041 0.618 -0.024  C2 1.593, O7 1.413, H9 1.192, H10 1.147
4 N 3.154 0.335 -0.804  C1 1.126
5 N 0.280 -1.214 0.354  C2 1.271, N6 1.358
6 N 0.937 -0.136 0.855  C1 1.703, N5 1.358, O7 1.427
7 O 0.105 1.013 0.700  C3 1.413, N6 1.427
8 H -1.779 -1.516 -0.247  C2 1.061
9 H -0.991 0.856 -1.191  C3 1.192
10 H -2.011 1.022 0.435  C3 1.147

Output
Kohn-Sham gap ... 10.29 eV
SMILES ... N#CN1N=CCO1

Atomic partial charges in e from the natural (NBO) method, atoms 1 to 4: 0.3427 0.0605 -0.1592 -0.3520

***

x.
2 unconnected molecules or ions with the total composition C3H3N3O. Source: the Open Molecules 2025 dataset; level of theory: ωB97M-V with the def2-TZVPD basis set.

Bonds (Å) are listed after each position.
Geometry (Å):
1 N -0.287 0.684 2.054  C2 1.218, H8 1.018
2 C -0.275 0.750 0.838  N1 1.218, C7 1.325
3 N -0.255 -1.989 0.929  N4 1.101
4 N 0.473 -2.401 0.213  N3 1.101
5 O 0.877 0.638 -2.553  C6 1.213
6 C 0.542 0.182 -1.480  O5 1.213, C7 1.477, H9 1.103
7 C -0.168 0.983 -0.462  C2 1.325, C6 1.477, H10 1.084
8 H -1.005 0.134 2.521  N1 1.018
9 H 0.727 -0.881 -1.253  C6 1.103
10 H -0.630 1.901 -0.807  C7 1.084

Output
Kohn-Sham gap ... 10.15 eV
SMILES ... N=C=CC=O.N#N

Atomic partial charges in e from the natural (NBO) method, atoms 1 to 4: -0.6092 0.4915 -0.0072 0.0109

***

Which structure is most stable? x, by 107.1 kcal/mol over the runner-up.

***

w.
2 unconnected molecules or ions with the total composition C3H3N3O. Source: the Open Molecules 2025 dataset; level of theory: ωB97M-V with the def2-TZVPD basis set.

Bonds (Å) are listed after each position.
Geometry (Å):
1 N -1.631 -0.992 -1.430  C2 1.211, H8 1.015
2 C -1.073 -0.091 -0.845  N1 1.211, C7 1.326
3 N 2.063 -1.316 0.291  N4 1.101
4 N 2.414 -0.274 0.232  N3 1.101
5 O 0.153 -0.605 1.574  C6 1.210
6 C 0.058 0.528 1.161  O5 1.210, C7 1.461, H9 1.106
7 C -0.556 0.888 -0.115  C2 1.326, C6 1.461, H10 1.083
8 H -1.169 -1.439 -2.216  N1 1.015
9 H 0.482 1.380 1.726  C6 1.106
10 H -0.741 1.922 -0.377  C7 1.083

Output
Kohn-Sham gap ... 10.02 eV
SMILES ... N=C=CC=O.N#N

Atomic partial charges in e from the natural (NBO) method, atoms 1 to 4: -0.5932 0.5400 0.0318 -0.0295

***

x.
2 unconnected molecules or ions with the total composition C3H3N3O. Source: the Open Molecules 2025 dataset; level of theory: ωB97M-V with the def2-TZVPD basis set.

Bonds (Å) are listed after each position.
Geometry (Å):
1 N -0.220 0.317 2.213  C2 1.226, H8 1.022
2 C -0.466 0.462 1.021  N1 1.226, C7 1.319
3 N 1.864 -1.342 0.593  N4 1.100
4 N 1.213 -1.519 -0.276  N3 1.100
5 O 1.054 0.857 -1.886  C6 1.206
6 C 0.021 0.361 -1.510  O5 1.206, C7 1.517, H9 1.111
7 C -0.746 0.700 -0.246  C2 1.319, C6 1.517, H10 1.088
8 H -0.495 -0.560 2.661  N1 1.022
9 H -0.498 -0.403 -2.127  C6 1.111
10 H -1.728 1.127 -0.444  C7 1.088

Output
Kohn-Sham gap ... 10.31 eV
SMILES ... N=C=CC=O.N#N

Atomic partial charges in e from the natural (NBO) method, atoms 1 to 4: -0.6173 0.4598 0.0271 -0.0162

***

y.
2 unconnected molecules or ions with the total composition C3H3N3O. Source: the Open Molecules 2025 dataset; level of theory: ωB97M-V with the def2-TZVPD basis set.

Bonds (Å) are listed after each position.
Geometry (Å):
1 N 2.202 -0.051 0.121  C2 1.214, H8 1.012
2 C 1.029 -0.362 0.078  N1 1.214, C7 1.330
3 N 0.364 1.634 -0.895  N4 1.103
4 N -0.640 2.014 -0.644  N3 1.103
5 O -2.431 -0.908 0.978  C6 1.210
6 C -1.464 -0.390 0.468  O5 1.210, C7 1.469, H9 1.101
7 C -0.133 -0.978 0.272  C2 1.330, C6 1.469, H10 1.083
8 H 2.663 0.487 -0.601  N1 1.012
9 H -1.554 0.610 0.018  C6 1.101
10 H -0.035 -2.054 0.205  C7 1.083

Output
Kohn-Sham gap ... 9.51 eV
SMILES ... N=C=CC=O.N#N

Atomic partial charges in e from the natural (NBO) method, atoms 1 to 4: -0.6133 0.4971 -0.0142 0.0206

***

z.
2 unconnected molecules or ions with the total composition C3H3N3O. Source: the Open Molecules 2025 dataset; level of theory: ωB97M-V with the def2-TZVPD basis set.

Bonds (Å) are listed after each position.
Geometry (Å):
1 O -0.627 -2.074 -1.911  C2 1.206
2 C -0.413 -0.908 -1.691  O1 1.206, N3 1.387, H8 1.111
3 N 0.316 -0.494 -0.585  C2 1.387, N7 1.277
4 C 0.003 -0.643 2.154  N5 1.161, H9 1.068
5 N 0.068 0.457 2.519  C4 1.161
6 C 0.502 1.838 0.015  N7 1.154, H10 1.071
7 N 0.366 0.768 -0.395  N3 1.277, C6 1.154
8 H -0.778 -0.096 -2.355  C2 1.111
9 H -0.048 -1.644 1.785  C4 1.068
10 H 0.606 2.799 0.476  C6 1.071

Output
Kohn-Sham gap ... 10.36 eV

Atomic partial charges in e from the natural (NBO) method, atoms 1 to 4: -0.5584 0.4964 -0.4400 0.1072

***

Which structure is most stable? w, by 5.1 kcal/mol over the runner-up.

***

w.
A gas-phase ion, C6H10O (charge +1). Source: the Open Molecules 2025 dataset; level of theory: ωB97M-V with the def2-TZVPD basis set.

Bonds (Å) are listed after each position.
Geometry (Å):
1 C -1.641 1.291 -1.939  C2 1.539, H8 1.093, H9 1.096, H10 1.091
2 C -1.210 0.973 -0.496  C1 1.539, C3 1.351, C7 1.442
3 C -1.814 1.540 0.570  C2 1.351, H11 1.084, H12 1.090
4 C 1.827 -1.273 0.273  O5 1.429, C6 1.525, H13 1.086, H14 1.091
5 O 2.128 -1.975 1.480  C4 1.429, H15 0.969
6 C 0.783 -0.177 0.457  C4 1.525, C7 1.370, H16 1.090
7 C -0.284 -0.129 -0.400  C2 1.442, C6 1.370, H17 1.089
8 H -0.985 0.888 -2.715  C1 1.093
9 H -2.648 0.880 -2.074  C1 1.096
10 H -1.619 2.375 -2.061  C1 1.091
11 H -2.682 2.185 0.499  C3 1.084
12 H -1.478 1.259 1.569  C3 1.090
13 H 1.463 -1.972 -0.473  C4 1.086
14 H 2.745 -0.702 0.122  C4 1.091
15 H 1.323 -2.003 2.019  O5 0.969
16 H 0.902 0.428 1.357  C6 1.090
17 H -0.391 -0.801 -1.251  C7 1.089

Output
Charge ... +1
Kohn-Sham gap (alpha / beta) ... 9.72 / 6.60 eV
Spin multiplicity ... 2

Atomic partial charges in e from the natural (NBO) method, atoms 1 to 4: -0.6662 0.0788 -0.1099 -0.1351

***

x.
A gas-phase ion, C6H10O (charge +1). Source: the Open Molecules 2025 dataset; level of theory: ωB97M-V with the def2-TZVPD basis set.

Bonds (Å) are listed after each position.
Geometry (Å):
1 C 0.277 2.783 -0.276  C2 1.485, H8 1.091, H9 1.092, H10 1.084
2 C -0.856 1.920 0.143  C1 1.485, C3 1.377, H11 1.080
3 C -0.778 0.565 0.373  C2 1.377, C4 1.396, H12 1.079
4 C 0.364 -0.164 0.033  C3 1.396, C5 1.414, H13 1.089
5 C 0.304 -1.565 0.207  C4 1.414, O6 1.385, C7 1.470
6 O -0.395 -1.919 1.348  C5 1.385, H14 0.972
7 C 0.347 -2.695 -0.733  C5 1.470, H15 1.086, H16 1.084, H17 1.100
8 H -0.051 3.820 -0.196  C1 1.091
9 H 1.068 2.823 0.476  C1 1.092
10 H 0.668 2.609 -1.272  C1 1.084
11 H -1.864 2.307 0.105  C2 1.080
12 H -1.553 0.055 0.924  C3 1.079
13 H 1.299 0.388 -0.053  C4 1.089
14 H 0.307 -2.072 2.004  O6 0.972
15 H -0.013 -3.612 -0.275  C7 1.086
16 H 1.271 -2.769 -1.293  C7 1.084
17 H -0.394 -2.475 -1.515  C7 1.100

Output
Charge ... +1
Kohn-Sham gap (alpha / beta) ... 7.67 / 8.64 eV
Spin multiplicity ... 2

Atomic partial charges in e from the natural (NBO) method, atoms 1 to 4: -0.7293 0.0876 -0.2308 -0.2006

***

y.
A gas-phase ion, C6H10O (charge +1). Source: the Open Molecules 2025 dataset; level of theory: ωB97M-V with the def2-TZVPD basis set.

Bonds (Å) are listed after each position.
Geometry (Å):
1 C -3.183 0.490 -0.376  C2 1.471, H8 1.086, H9 1.097, H10 1.095
2 C -1.921 -0.259 -0.285  C1 1.471, C3 1.377, H11 1.090
3 C -0.669 0.287 -0.111  C2 1.377, C4 1.422, H12 1.081
4 C 0.440 -0.528 0.248  C3 1.422, C5 1.390, H13 1.081
5 C 1.731 -0.015 0.200  C4 1.390, O6 1.361, C7 1.473
6 O 1.919 1.323 0.035  C5 1.361, H14 0.970
7 C 2.989 -0.780 0.170  C5 1.473, H15 1.083, H16 1.094, H17 1.088
8 H -3.905 0.130 -1.103  C1 1.086
9 H -2.864 1.508 -0.628  C1 1.097
10 H -3.687 0.597 0.590  C1 1.095
11 H -1.911 -1.349 -0.270  C2 1.090
12 H -0.559 1.362 -0.119  C3 1.081
13 H 0.312 -1.580 0.466  C4 1.081
14 H 1.386 1.748 0.724  O6 0.970
15 H 2.777 -1.762 0.576  C7 1.083
16 H 3.378 -0.908 -0.845  C7 1.094
17 H 3.766 -0.263 0.729  C7 1.088

Output
Charge ... +1
Kohn-Sham gap (alpha / beta) ... 9.14 / 8.53 eV
Spin multiplicity ... 2

Atomic partial charges in e from the natural (NBO) method, atoms 1 to 4: -0.6980 0.0996 -0.2011 -0.2150

***

Which structure is most stable? y, by 33.5 kcal/mol over the runner-up.

***

w.
2 unconnected molecules or ions with the total composition C4H14N3O. Source: the Open Molecules 2025 dataset; level of theory: ωB97M-V with the def2-TZVPD basis set.

Bonds (Å) are listed after each position.
Geometry (Å):
1 C -0.874 0.496 1.386  C2 1.550, N7 1.558, H8 1.119, H9 1.217
2 C -1.374 -0.843 0.783  C1 1.550, C3 1.592, H10 1.153, H11 1.055
3 C -0.407 -1.426 -0.339  C2 1.592, N6 1.418, H12 1.043, H13 1.288
4 N -0.726 0.973 -2.995  C5 1.251, H14 1.083
5 C -0.996 0.164 -2.079  N4 1.251, N6 1.392, H15 1.205
6 N -0.024 -0.449 -1.292  C3 1.418, C5 1.392, H16 1.032
7 N 0.629 0.383 1.780  C1 1.558, H17 1.126, H18 1.006, H19 1.120
8 H -1.447 0.802 2.296  C1 1.119
9 H -0.981 1.429 0.612  C1 1.217
10 H -1.320 -1.706 1.546  C2 1.153
11 H -2.347 -0.760 0.385  C2 1.055
12 H 0.432 -2.008 -0.120  C3 1.043
13 H -1.220 -2.254 -0.899  C3 1.288
14 H 0.273 1.180 -3.357  N4 1.083
15 H -2.112 -0.010 -1.661  C5 1.205
16 H 0.922 -0.624 -1.663  N6 1.032
17 H 1.279 0.304 0.863  N7 1.126
18 H 0.667 1.201 2.364  N7 1.006
19 H 0.784 -0.610 2.275  N7 1.120
20 H 2.887 1.951 0.388  O22 0.904
21 H 3.247 0.725 -0.504  O22 0.979
22 O 2.707 1.080 0.230  H20 0.904, H21 0.979

Output
Charge ... +1
Kohn-Sham gap ... 8.96 eV

Atomic partial charges in e from the natural (NBO) method, atoms 1 to 4: -0.2387 -0.4490 -0.2213 -0.6654

***

x.
2 unconnected molecules or ions with the total composition C4H14N3O. Source: the Open Molecules 2025 dataset; level of theory: ωB97M-V with the def2-TZVPD basis set.

Bonds (Å) are listed after each position.
Geometry (Å):
1 C -2.257 1.369 1.063  C2 1.531, H8 1.123, H9 1.112, H10 1.133
2 C -1.881 1.189 -0.410  C1 1.531, C3 1.497, H11 1.053, H12 1.185
3 C -1.278 -0.165 -0.625  C2 1.497, N4 1.537, H13 1.093, H14 1.104
4 N 0.240 -0.032 -0.426  C3 1.537, C5 1.318, H15 1.060
5 C 1.038 -1.046 -0.691  N4 1.318, N6 1.370, N7 1.359
6 N 0.619 -2.177 -1.342  C5 1.370, H16 1.003, H17 0.984
7 N 2.368 -0.908 -0.448  C5 1.359, H18 1.000, H19 1.028
8 H -3.172 0.742 1.234  C1 1.123
9 H -2.529 2.436 1.224  C1 1.112
10 H -1.414 1.172 1.794  C1 1.133
11 H -2.628 1.518 -1.075  C2 1.053
12 H -1.029 1.983 -0.632  C2 1.185
13 H -1.661 -0.923 0.063  C3 1.093
14 H -1.354 -0.435 -1.693  C3 1.104
15 H 0.513 0.421 0.493  N4 1.060
16 H -0.348 -2.440 -1.361  N6 1.003
17 H 1.270 -2.650 -1.910  N6 0.984
18 H 3.038 -1.609 -0.690  N7 1.000
19 H 2.642 -0.019 -0.011  N7 1.028
20 H 0.229 1.701 2.343  O22 0.961
21 H 1.728 1.773 2.727  O22 0.970
22 O 1.086 1.299 2.176  H20 0.961, H21 0.970

Output
Charge ... +1
Kohn-Sham gap ... 11.94 eV

Atomic partial charges in e from the natural (NBO) method, atoms 1 to 4: -0.6080 -0.4241 -0.2272 -0.5768

***

Which structure is most stable? x, by 73.7 kcal/mol over the runner-up.